1.
C31H34N6O2S3SbSn | the ωB97M-V functional and the def2-TZVPD basis

Orbital gap (spin up / spin down), eV: 7.31 / 6.09
<S²>: 0.76
HOMO (spin up / spin down), eV: -13.09 / -12.98
Spin multiplicity: 2
Total charge: +2

Structure (XYZ):
```
78
Properties=species:S:1:pos:R:3:forces:R:3:lowdin_charge:R:1
Sn -0.245337 -0.519110 0.194485 -0.44 -0.53 0.47 1.460
C 1.269414 -5.048132 -0.598205 0.05 -0.02 0.10 -0.019
C 2.182180 -5.330180 0.403985 -0.07 0.06 -0.04 -0.017
C 2.559945 -4.315700 1.268283 0.02 0.03 0.04 0.016
C 2.018913 -3.043677 1.113503 -0.08 -0.22 -0.14 -0.209
N 1.102917 -2.791198 0.169807 0.05 0.25 -0.13 0.012
C 0.752940 -3.766786 -0.663722 -0.11 -0.07 -0.10 -0.119
C 2.474745 -1.882232 1.916979 0.11 0.13 0.19 -0.206
C 3.406046 -2.010136 2.943288 -0.04 0.00 0.04 0.015
C 3.885170 -0.877629 3.580419 -0.05 0.03 -0.08 -0.019
C 3.430436 0.362833 3.164414 -0.03 -0.07 0.02 -0.029
C 2.481999 0.405401 2.158472 0.02 0.18 0.00 -0.120
N 1.996172 -0.681430 1.562574 -0.01 0.01 -0.32 0.016
H 0.960263 -5.804091 -1.305558 -0.02 0.02 -0.02 0.119
H 2.601753 -6.321617 0.504477 0.02 0.00 0.03 0.126
H 3.282252 -4.523164 2.042123 0.03 0.02 -0.01 0.113
H 0.025682 -3.502282 -1.419491 0.09 -0.02 0.07 0.074
H 3.765238 -2.978707 3.253897 0.00 -0.02 -0.04 0.114
H 4.617455 -0.965636 4.371171 -0.01 -0.01 0.02 0.125
H 3.797306 1.278909 3.605332 0.04 0.00 -0.01 0.115
H 2.105753 1.352436 1.794952 -0.02 -0.11 0.01 0.084
S -1.091399 1.919772 -4.146110 -0.41 0.40 0.32 -0.203
Sb -2.629230 3.128576 -3.057620 0.46 -0.73 -0.08 0.562
S -2.709445 1.780580 -0.752576 -0.27 0.10 -0.24 -0.041
S -4.131145 1.268577 -2.047299 0.12 0.21 0.08 0.038
C -2.823660 5.036233 2.229389 -0.06 0.14 -0.07 -0.034
O -1.830305 4.080324 2.586020 0.32 0.03 -0.07 -0.071
C -2.219628 2.845178 2.939828 0.08 -0.16 0.13 -0.231
C -3.539770 2.403101 2.901223 -0.04 0.08 -0.05 -0.013
C -3.877130 1.136678 3.345417 0.05 -0.03 -0.10 -0.052
C -2.902335 0.275911 3.827156 -0.04 -0.06 0.08 -0.072
C -1.588889 0.704725 3.879706 0.10 0.07 -0.04 -0.027
C -1.233157 1.974085 3.435696 -0.41 -0.19 -0.31 -0.163
N 0.096625 2.406815 3.680315 0.32 0.23 -0.11 0.154
C 0.914665 3.211703 3.027651 -0.25 -0.18 0.11 0.004
C 0.955701 3.619577 1.678093 -0.25 -0.18 -0.27 -0.149
C 1.658182 4.827564 1.415955 -0.10 0.06 0.07 -0.016
C 1.753697 5.344741 0.158397 0.08 0.18 -0.01 -0.061
C 1.183198 4.642602 -0.917226 -0.02 -0.13 0.08 -0.032
C 0.564224 3.436318 -0.716635 -0.08 -0.07 -0.02 -0.034
C 0.441337 2.863449 0.568759 0.24 0.14 -0.09 -0.360
O -0.023358 1.657653 0.701778 0.00 -0.17 0.20 -0.390
H -2.282980 5.947465 1.990342 0.00 -0.02 0.02 0.103
H -3.504604 5.226962 3.060517 0.01 -0.05 0.00 0.108
H -3.386410 4.712560 1.350875 0.02 -0.02 0.03 0.092
H -4.316933 3.067711 2.551818 0.02 -0.02 0.00 0.115
H -4.914346 0.830783 3.324116 0.01 -0.02 0.01 0.119
H -3.173541 -0.701825 4.199967 0.04 -0.01 -0.02 0.113
H -0.821239 0.063546 4.299479 0.01 -0.02 -0.02 0.122
H 0.419488 2.119274 4.594884 0.03 0.22 0.08 0.171
H 1.706088 3.606602 3.658088 0.02 -0.03 0.05 0.153
H 2.075233 5.365037 2.259494 0.06 0.02 -0.03 0.125
H 2.264830 6.279978 -0.018918 0.01 0.00 0.04 0.116
H 1.262192 5.039712 -1.921378 0.01 0.01 -0.01 0.122
H 0.167371 2.862418 -1.546238 0.07 0.01 -0.06 0.044
C 1.642850 -2.444176 -4.769002 -0.10 0.11 -0.01 -0.146
C 1.689794 -1.018219 -4.262338 0.10 -0.09 0.00 -0.168
N 0.849822 -0.934501 -3.069491 0.06 0.07 -0.10 0.066
C -0.340235 -1.601861 -2.979578 -0.10 -0.05 0.45 -0.427
N -1.082928 -1.322750 -1.923260 0.58 0.27 -0.04 -0.131
C -2.409403 -1.912004 -1.836029 -0.07 0.13 0.13 -0.265
C -2.460393 -3.319722 -2.405929 0.11 0.14 -0.03 -0.144
C -1.900420 -3.291206 -3.818617 -0.21 -0.04 0.18 -0.122
N -0.632401 -2.566632 -3.867838 0.11 0.02 -0.10 -0.019
C 0.195691 -2.803413 -5.052642 0.20 0.05 -0.08 -0.125
H 2.050024 -3.114669 -4.008956 0.03 -0.03 -0.03 0.121
H 2.238112 -2.547657 -5.674207 -0.01 -0.01 -0.01 0.128
H 1.336630 -0.327790 -5.035066 0.02 0.01 0.03 0.119
H 2.701394 -0.732654 -3.977368 -0.01 0.02 -0.04 0.127
H 0.786446 -0.005117 -2.681678 -0.12 0.07 -0.05 0.088
H -3.116627 -1.275708 -2.374688 -0.08 -0.02 0.05 0.067
H -2.713476 -1.907700 -0.781458 -0.06 -0.01 -0.06 0.098
H -3.488676 -3.677946 -2.422092 0.02 -0.06 -0.01 0.129
H -1.875394 -4.001046 -1.785834 -0.11 -0.04 -0.01 0.102
H -2.616575 -2.826813 -4.503528 0.04 -0.01 -0.02 0.140
H -1.718037 -4.308286 -4.166025 0.02 0.04 -0.07 0.130
H -0.188015 -2.222621 -5.897500 -0.01 -0.04 0.00 0.139
H 0.117247 -3.859765 -5.309025 -0.09 0.01 0.02 0.129
```
Forces are in eV/Å.

=====

2.
C31H34N6O2SbScSe4 | the ωB97M-V functional and the def2-TZVPD basis

Orbital gap, eV: 5.52
HOMO, eV: -6.52
Total charge: 0

Structure (XYZ):
```
79
Properties=species:S:1:pos:R:3:forces:R:3:lowdin_charge:R:1
Sc -0.124492 0.066920 -1.540765 0.02 0.07 -0.11 0.638
C -1.216037 -3.194981 4.639486 -0.01 -0.01 0.06 -0.052
C -1.259400 -2.515536 3.300301 0.04 -0.03 -0.12 -0.260
C -1.859253 -1.292460 3.123612 0.01 0.01 0.00 0.011
C -1.948466 -0.676298 1.856600 -0.08 0.08 -0.10 -0.091
C -2.350360 0.657591 1.542455 0.03 -0.09 0.16 0.002
N -2.540299 1.709248 2.284736 0.01 -0.06 -0.05 0.071
C -2.428210 1.851876 3.735976 -0.06 0.02 -0.04 -0.139
C -1.003162 1.731080 4.286457 -0.02 -0.04 0.06 -0.147
C -0.108655 2.940442 4.024701 0.04 0.03 0.02 -0.135
N -0.042821 3.189772 2.594108 0.06 0.00 -0.03 0.051
C 0.619620 2.515172 1.726075 0.12 -0.05 0.09 -0.040
C 1.757047 1.632110 1.856541 -0.19 0.08 -0.09 -0.104
C 2.924704 1.911190 2.570505 -0.02 0.01 0.02 0.027
C 4.115134 1.275666 2.259943 -0.03 -0.10 -0.12 -0.263
C 5.379867 1.545828 3.025433 0.04 0.04 0.04 -0.053
C 4.126250 0.437278 1.138506 0.08 0.05 0.09 0.026
C 2.991899 0.143882 0.400312 -0.15 -0.02 -0.07 -0.114
C 3.116410 -0.530171 -0.887259 0.08 0.00 0.07 -0.079
N 2.219959 -0.594155 -1.788539 -0.15 0.03 0.01 -0.022
C 2.598578 -1.249982 -3.037288 0.00 0.02 -0.05 -0.198
C 1.714518 -2.458573 -3.354864 0.06 -0.07 0.01 -0.173
C 1.325673 -3.269428 -2.133600 0.00 0.01 -0.05 -0.206
N 0.400220 -2.523263 -1.261223 -0.01 -0.07 0.06 0.028
C 0.119761 -3.109001 -0.165197 -0.08 0.08 0.14 -0.077
C -0.692626 -2.557418 0.924941 0.06 0.05 -0.24 -0.109
C -0.642060 -3.110844 2.178840 -0.02 -0.05 0.17 0.033
C -1.448994 -1.368230 0.707538 0.05 -0.06 0.04 -0.321
O -1.597566 -0.916891 -0.472932 -0.11 -0.04 0.06 -0.222
C 1.745901 0.636147 0.849202 0.00 -0.04 -0.02 -0.346
O 0.613031 0.240979 0.385217 0.03 0.08 -0.06 -0.166
H -1.577929 -2.530559 5.424023 0.00 -0.01 0.01 0.074
H -0.200636 -3.498960 4.899158 0.00 0.00 0.00 0.080
H -1.839099 -4.091513 4.651983 0.00 0.00 0.00 0.083
H -2.285444 -0.804142 3.990445 0.00 0.00 0.01 0.105
H -2.447533 0.874064 0.475308 0.00 0.01 -0.01 0.032
H -2.661211 2.580775 1.736468 -0.02 -0.02 -0.02 0.023
H -3.076188 1.117221 4.211973 0.00 0.01 0.00 0.116
H -2.841604 2.834243 3.970718 0.00 -0.01 0.03 0.132
H -0.518627 0.845102 3.871001 0.00 -0.01 0.00 0.108
H -1.070962 1.583387 5.366870 0.00 -0.01 -0.01 0.124
H 0.888295 2.753593 4.419463 -0.01 0.02 -0.01 0.114
H -0.498564 3.841425 4.498782 -0.02 -0.02 0.01 0.131
H -0.757078 3.800649 2.122296 0.05 0.03 0.01 -0.037
H 0.292145 2.694807 0.698616 0.03 -0.02 -0.03 0.009
H 2.926052 2.688406 3.326992 -0.01 0.01 0.00 0.120
H 5.225632 2.336295 3.759404 0.02 0.00 0.01 0.074
H 6.187506 1.858979 2.362087 0.00 0.00 0.00 0.082
H 5.720885 0.657694 3.560681 -0.01 -0.01 0.00 0.081
H 5.075072 0.027964 0.802725 0.01 0.01 0.02 0.127
H 4.108849 -0.948474 -1.093932 -0.01 0.01 0.00 0.132
H 3.650434 -1.556054 -2.989006 -0.01 0.00 0.01 0.113
H 2.496375 -0.515039 -3.838351 0.02 -0.01 0.00 0.118
H 2.257492 -3.104924 -4.048242 0.00 0.02 0.00 0.119
H 0.813844 -2.134582 -3.868127 -0.06 0.01 0.00 0.076
H 2.217435 -3.559670 -1.565668 -0.01 0.01 0.02 0.122
H 0.836163 -4.192444 -2.456941 0.00 0.01 -0.01 0.123
H 0.567401 -4.087844 0.050045 -0.01 -0.02 0.02 0.135
H -0.078922 -4.030098 2.319610 -0.01 0.00 0.02 0.127
Se -1.942588 4.554089 0.360186 0.03 -0.01 -0.04 0.004
Sb -1.291898 3.536847 -1.835716 -0.19 0.19 0.08 -0.186
Se -2.597995 1.453176 -1.963972 0.24 -0.03 0.05 0.183
Se 1.015557 2.559978 -1.736922 0.13 -0.02 -0.03 0.163
Se -1.474032 4.898462 -3.810227 -0.01 -0.03 -0.03 -0.186
N -1.331696 1.355072 -5.257426 -0.05 -0.05 -0.04 0.154
C -0.289747 1.142127 -4.450108 0.16 -0.04 0.06 -0.245
N -0.315017 -0.042504 -3.857631 -0.13 0.04 0.00 -0.009
C -1.501029 -0.636477 -4.312213 0.12 0.06 -0.03 -0.290
C -2.086692 -1.854332 -3.977258 0.04 -0.01 0.02 -0.024
C -3.311099 -2.151802 -4.542719 -0.02 0.03 -0.02 -0.080
C -3.948063 -1.260172 -5.418428 0.00 -0.01 0.01 -0.083
C -3.381736 -0.044689 -5.749496 0.01 -0.03 -0.01 -0.004
C -2.149993 0.244036 -5.179454 -0.10 -0.01 -0.08 -0.225
H -1.569012 2.276707 -5.601540 -0.01 0.01 0.04 0.131
H 0.464062 1.896275 -4.284985 -0.02 -0.02 0.02 0.066
H -1.614364 -2.527346 -3.272551 0.02 -0.01 0.01 0.102
H -3.798477 -3.086051 -4.297267 0.00 0.00 0.00 0.101
H -4.910882 -1.525769 -5.834153 0.00 -0.01 0.00 0.102
H -3.881228 0.654087 -6.406339 0.00 0.01 0.00 0.116
```
Forces are in eV/Å.

=====

3.
C31H34NOSi | the ωB97M-V functional and the def2-TZVPD basis

Orbital gap, eV: 4.30
HOMO, eV: -9.90
Total charge: +1

Structure (XYZ):
```
68
Properties=species:S:1:pos:R:3:forces:R:3:lowdin_charge:R:1
C -1.994350 -2.446577 1.239733 -0.89 -1.21 1.05 -0.030
O -1.142525 -1.719250 0.387016 -0.35 4.03 -0.92 -0.025
C -1.502440 -0.418689 0.280315 1.40 -1.95 -0.47 0.074
C -0.786489 0.483750 -0.514549 0.23 -0.53 -0.02 -0.178
C -1.156104 1.842454 -0.638720 -0.11 0.01 0.08 0.029
C -0.421463 2.689489 -1.431697 -0.31 -0.07 0.25 0.002
C 0.700248 2.230912 -2.127922 0.06 0.11 -0.08 -0.209
C 1.492504 3.155311 -2.986760 0.29 -0.09 -0.18 -0.015
C 1.069303 0.890942 -2.008528 -0.06 -0.37 0.15 0.008
C 0.346574 0.032283 -1.221853 0.23 -0.06 -0.15 0.040
H -1.637529 -3.478788 1.277531 0.00 0.29 -0.10 0.116
H -1.962289 -2.016560 2.242130 -0.05 -0.09 -0.02 0.090
H -3.011687 -2.431253 0.844365 0.06 -0.06 0.08 0.112
H -2.368610 -0.077900 0.827876 -0.27 -0.16 0.27 0.158
H -2.019629 2.199758 -0.103842 -0.18 0.16 0.09 0.130
H -0.708453 3.723750 -1.523847 -0.08 0.16 0.02 0.131
H 2.334404 2.640717 -3.451455 -0.08 0.02 0.05 0.089
H 0.878241 3.571894 -3.786214 -0.09 0.06 0.07 0.104
H 1.894261 3.985232 -2.403906 -0.11 0.05 0.04 0.104
H 1.932247 0.531561 -2.542286 0.15 -0.07 -0.09 0.127
H 0.625915 -1.001527 -1.125910 0.16 -0.21 -0.06 0.131
C 1.633139 3.681028 9.033866 0.07 0.23 0.11 -0.085
C 1.106496 2.936608 10.071832 0.04 0.13 0.20 -0.074
C 0.617647 1.669358 9.825200 0.05 0.25 0.33 -0.084
C 0.664609 1.145050 8.552630 -0.36 -0.88 -0.09 -0.257
Si 0.027928 -0.557235 8.198987 0.62 -0.13 -0.02 0.736
C -0.598261 -1.328655 9.760882 0.23 0.38 -0.87 -0.249
C -1.916803 -1.709308 9.865917 -0.32 -0.18 0.19 -0.083
C -2.379518 -2.288160 11.030936 -0.23 -0.09 0.03 -0.075
C -1.513235 -2.483578 12.088944 -0.16 -0.11 0.20 -0.082
C -0.191254 -2.096624 11.986288 0.27 -0.03 0.16 -0.072
C 0.263811 -1.517792 10.819577 0.09 -0.16 0.44 -0.110
C -1.352564 -0.447169 6.965168 0.69 -0.13 0.48 -0.254
C -2.148025 0.676997 6.924096 -0.30 0.20 -0.15 -0.076
C -3.196192 0.751068 6.028025 -0.12 0.27 0.03 -0.075
C -3.443600 -0.305457 5.173530 -0.21 0.08 -0.21 -0.101
C -2.651800 -1.434596 5.219354 0.08 -0.22 -0.18 -0.105
C -1.606156 -1.504015 6.118177 -0.20 -0.12 -0.30 -0.095
C 1.412057 -1.635033 7.487039 -0.68 -0.16 -0.07 -0.365
C 2.620843 -1.815395 8.406790 0.11 0.08 0.14 -0.191
C 3.812893 -1.932016 7.449623 0.18 -0.16 -0.01 -0.169
C 3.393853 -1.122159 6.215859 -0.04 0.23 -0.02 -0.210
N 1.914669 -1.087568 6.201532 0.02 -0.28 -0.42 -0.063
C 1.186894 1.888858 7.517308 0.25 0.43 -0.29 -0.100
C 1.668755 3.160850 7.754616 0.10 0.05 -0.23 -0.081
H 2.018970 4.669896 9.224259 0.05 0.15 0.03 0.103
H 1.084755 3.337081 11.071303 -0.02 0.12 0.18 0.104
H 0.201767 1.077188 10.620380 -0.10 -0.02 0.30 0.093
H -2.573975 -1.548133 9.030384 -0.31 -0.02 -0.15 0.095
H -3.410830 -2.588434 11.109464 -0.20 -0.06 0.07 0.103
H -1.870344 -2.935412 13.000420 -0.06 -0.07 0.13 0.104
H 0.486834 -2.248134 12.809732 0.08 -0.03 0.19 0.105
H 1.286910 -1.197580 10.729114 0.28 0.01 0.14 0.093
H -1.939720 1.488701 7.599481 -0.02 0.29 0.10 0.109
H -3.818011 1.629914 5.999296 -0.15 0.16 -0.03 0.104
H -4.262011 -0.251016 4.473911 -0.19 0.01 -0.10 0.096
H -2.849280 -2.262856 4.560571 -0.13 -0.25 -0.14 0.088
H -0.988052 -2.382692 6.170858 0.11 -0.32 -0.07 0.096
H 0.947568 -2.609611 7.305560 0.14 -0.28 0.03 0.104
H 2.730167 -0.942744 9.060395 0.17 -0.01 -0.11 0.099
H 2.513818 -2.691404 9.058910 0.01 0.21 -0.18 0.117
H 4.742490 -1.561496 7.897636 -0.18 -0.07 -0.13 0.110
H 3.977732 -2.983711 7.182463 -0.08 0.17 0.01 0.109
H 3.752598 -0.088590 6.283046 0.09 -0.12 0.07 0.102
H 3.791513 -1.542706 5.284613 -0.09 0.06 0.15 0.107
H 1.538631 -1.630859 5.420742 0.27 0.25 0.46 0.098
H 1.223558 1.455573 6.533419 0.05 -0.02 -0.32 0.092
H 2.079920 3.739921 6.944386 0.09 0.15 -0.13 0.100
```
Forces are in eV/Å.

=====

no.,E (a.u.)
1,-3329.3909
2,-12287.6681
3,-1620.9066